Computed, not measured: C10H20F30Li2N5O30S10 as an isolated structure in a non-equilibrium geometry, with ωB97M-V/def2-TZVPD.

Element x y z (Å)
S1 -17.535 -11.293 7.340
S2 -19.596 -15.148 3.631
S3 -11.884 -10.080 13.623
S4 -17.474 -14.203 2.469
S5 -24.589 -8.560 8.383
S6 -15.351 -12.587 6.279
S7 -12.577 -10.225 11.080
S8 -22.447 -9.913 8.991
S9 -9.603 -14.040 1.420
S10 -11.090 -12.128 2.283
F1 -26.091 -6.968 10.082
F2 -10.997 -15.216 -0.555
F3 -14.718 -11.427 3.945
F4 -18.464 -11.603 9.866
F5 -13.326 -10.919 5.467
F6 -14.220 -8.265 9.983
F7 -17.322 -13.302 9.094
F8 -27.030 -7.367 8.105
F9 -14.553 -9.971 14.042
F10 -13.363 -11.100 1.164
F11 -11.529 -9.762 1.016
F12 -15.220 -9.945 5.362
F13 -21.112 -9.475 11.189
F14 -14.996 -15.353 2.783
F15 -11.937 -15.622 1.449
F16 -12.297 -8.661 8.923
F17 -12.592 -10.000 2.855
F18 -26.975 -8.911 9.717
F19 -13.878 -10.075 8.698
F20 -16.664 -16.565 3.397
F21 -13.471 -10.840 15.649
F22 -19.466 -12.885 8.388
F23 -21.279 -16.193 5.490
F24 -10.155 -16.624 0.824
F25 -21.218 -7.718 9.932
F26 -19.836 -14.882 6.345
F27 -13.468 -8.589 15.335
F28 -19.120 -16.742 5.545
F29 -16.404 -16.318 1.334
F30 -19.840 -9.224 9.448
O1 -21.979 -13.805 10.479
O2 -11.359 -10.649 10.428
O3 -17.693 -13.501 12.064
O4 -11.686 -11.504 13.441
O5 -8.370 -14.007 0.646
O6 -19.756 -8.848 4.939
O7 -16.161 -7.574 8.469
O8 -12.234 -14.935 4.895
O9 -10.121 -11.458 3.118
O10 -18.297 -14.194 1.279
O11 -11.992 -13.081 3.009
O12 -23.835 -7.392 7.991
O13 -10.808 -9.378 14.256
O14 -13.580 -11.219 11.483
O15 -17.324 -7.305 5.995
O16 -25.015 -9.436 7.301
O17 -15.048 -13.836 5.503
O18 -20.241 -12.230 5.652
O19 -15.004 -16.723 6.137
O20 -17.012 -15.647 7.583
O21 -22.168 -9.768 7.587
O22 -16.651 -12.986 2.632
O23 -16.412 -10.492 7.871
O24 -19.464 -16.353 2.807
O25 -22.358 -11.242 9.609
O26 -20.684 -14.297 3.176
O27 -10.656 -9.775 5.404
O28 -9.543 -14.277 2.873
O29 -18.683 -10.461 6.973
O30 -14.725 -12.570 7.583
N1 -10.607 -12.589 0.939
N2 -12.317 -9.126 12.110
N3 -23.901 -9.252 9.660
N4 -17.181 -12.408 6.234
N5 -18.334 -14.376 4.036
C1 -26.284 -7.923 9.097
C2 -13.496 -9.811 14.718
C3 -16.262 -15.704 2.483
C4 -18.275 -12.404 8.775
C5 -20.024 -15.827 5.386
C6 -12.235 -10.651 1.768
C7 -10.773 -15.482 0.733
C8 -21.016 -9.021 9.981
C9 -14.592 -11.116 5.208
C10 -13.343 -9.206 9.552
Li1 -18.495 -12.472 4.706
Li2 -17.400 -14.498 5.891
H1 -21.372 -14.382 10.017
H2 -15.439 -8.140 8.197
H3 -17.497 -16.196 8.200
H4 -11.129 -9.373 4.675
H5 -20.702 -11.402 5.793
H6 -19.292 -9.317 5.633
H7 -12.152 -14.372 4.125
H8 -14.053 -16.757 6.245
H9 -16.280 -16.195 7.300
H10 -11.098 -9.448 6.187
H11 -16.910 -7.962 5.436
H12 -20.842 -12.898 5.981
H13 -18.559 -13.678 12.429
H14 -16.792 -7.629 7.752
H15 -21.892 -12.961 10.037
H16 -13.128 -14.788 5.205
H17 -20.417 -9.469 4.631
H18 -15.214 -17.497 5.616
H19 -17.835 -12.783 11.446
H20 -18.263 -7.438 5.866

Calculated values
molecular weight	1594.8	g/mol
charge	-2
lowest unoccupied orbital energy (alpha / beta)	2.35 / -3.29	eV
multiplicity	2
Kohn-Sham gap (alpha / beta)	7.901 / 2.270	eV
largest force on an atom	6.73	eV/Å
HOMO level (alpha / beta)	-5.556 / -5.556	eV

Computed, not measured: C2H3O3S2 as an isolated structure in a non-equilibrium geometry, with ωB97M-V/def2-TZVPD.

Element x y z (Å)
S1 -2.392 0.641 -0.201
S2 0.999 -0.660 -0.824
O1 1.992 -0.052 0.091
O2 1.246 -0.388 -2.228
O3 0.505 -1.954 -0.361
C1 -0.903 0.208 0.944
C2 -0.018 0.637 -0.122
H1 0.221 1.715 -0.417
H2 -0.781 -0.776 1.182
H3 -0.869 0.629 1.937

Calculated values
molecular weight	139.2	g/mol
charge	-1
ΔE to the lowest compared entry with this formula, charge and spin	59.6	kcal/mol
lowest unoccupied orbital energy	3.38	eV
multiplicity	1
Kohn-Sham gap	8.004	eV
largest force on an atom	2.98	eV/Å
HOMO level	-4.628	eV

Computed, not measured: a 2-piece molecular cluster, C2H3BrN2 overall in a non-equilibrium geometry, with ωB97M-V/def2-TZVPD.

Element x y z (Å)
Br1 2.174 -1.098 -0.012
N1 1.058 1.577 -0.617
N2 1.157 1.442 0.614
C1 -1.194 -0.499 -0.028
C2 0.865 0.262 -0.149
H1 -1.135 -1.268 -0.670
H2 -1.120 -0.832 0.996
H3 -1.806 0.416 -0.134

Calculated values
molecular weight	135.0	g/mol
charge	0
ΔE to the lowest compared entry with this formula, charge and spin	60.7	kcal/mol
lowest unoccupied orbital energy	0.12	eV
multiplicity	1
Kohn-Sham gap	9.857	eV
largest force on an atom	6.31	eV/Å
HOMO level	-9.734	eV

Computed, not measured: a 2-piece molecular cluster, C6H12S2 overall in a non-equilibrium geometry, with ωB97M-V/def2-TZVPD.

Element x y z (Å)
S1 -2.868 1.170 -0.898
S2 0.021 -0.599 -0.859
C1 2.596 -0.431 -0.920
C2 1.438 1.622 0.444
C3 -1.300 -0.931 0.388
C4 1.395 -0.019 0.028
C5 -2.637 -0.072 0.453
C6 -2.581 -1.398 -0.103
H1 2.972 -1.602 -0.404
H2 3.362 0.591 -0.830
H3 2.306 1.638 1.281
H4 -0.429 2.136 -0.290
H5 -2.862 0.122 1.472
H6 1.396 2.376 -0.281
H7 -2.721 -1.289 -1.168
H8 0.634 1.913 1.119
H9 1.517 -0.534 1.093
H10 -1.239 -1.704 1.309
H11 2.174 -0.614 -2.105
H12 -3.174 -2.376 0.270

Calculated values
molecular weight	148.3	g/mol
charge	0
ΔE to the lowest compared entry with this formula, charge and spin	225.0	kcal/mol
lowest unoccupied orbital energy	-2.12	eV
multiplicity	1
Kohn-Sham gap	6.329	eV
largest force on an atom	5.43	eV/Å
HOMO level	-8.449	eV

Computed, not measured: C34H41ClN4P2Ru as an isolated structure in a non-equilibrium geometry, with ωB97M-V/def2-TZVPD.

Element x y z (Å)
Ru1 0.262 1.065 1.520
Cl1 1.634 -2.467 3.903
P1 0.833 1.620 -1.767
P2 -2.474 0.528 0.507
N1 0.879 0.523 -3.324
N2 -4.063 1.511 0.372
N3 1.123 3.042 -3.012
N4 -3.481 -1.069 -0.024
C1 2.714 1.278 4.951
C2 1.942 -0.297 -3.754
C3 -0.906 0.684 3.108
C4 -5.910 2.593 -0.398
C5 3.379 -0.231 6.737
C6 2.271 0.184 4.140
C7 -4.670 2.168 1.442
C8 -3.714 -1.625 -1.275
C9 -1.874 0.652 -1.169
C10 1.330 4.413 -4.875
C11 -0.075 0.541 -4.355
C12 -4.858 1.759 -0.739
C13 -4.333 -1.728 0.853
C14 1.365 -1.677 -0.926
C15 1.586 -0.906 -4.944
C16 0.736 -3.221 1.028
C17 3.372 1.059 6.174
C18 0.351 -0.312 -5.364
C19 1.276 5.246 -3.708
C20 -1.011 1.896 -1.524
C21 1.287 3.089 -4.397
C22 -5.794 2.861 0.992
C23 2.739 -1.296 6.064
C24 1.867 0.506 2.715
C25 0.618 -2.068 0.322
C26 2.268 -1.106 4.757
C27 1.142 4.387 -2.611
C28 -4.570 -2.714 -1.173
C29 3.582 -1.420 0.384
C30 2.692 -0.973 -0.737
C31 1.587 -4.339 0.542
C32 3.109 -3.978 0.319
C33 -4.969 -2.795 0.193
C34 3.635 -2.644 0.896
H1 -1.354 -0.301 -1.386
H2 -0.482 -0.239 3.520
H3 -0.968 1.161 -4.232
H4 -5.654 -3.530 0.599
H5 2.527 2.302 4.594
H6 3.945 -0.483 7.633
H7 -4.464 -1.396 1.877
H8 1.501 -2.489 -1.675
H9 4.599 -2.858 1.378
H10 -0.898 1.409 3.905
H11 1.378 4.719 -5.920
H12 2.907 -0.362 -3.256
H13 2.144 -1.669 -5.453
H14 -1.925 0.471 2.808
H15 0.706 -0.929 -1.415
H16 3.715 -4.745 0.864
H17 1.681 -0.397 2.014
H18 1.057 4.630 -1.567
H19 -4.580 1.352 -1.689
H20 1.343 2.212 -5.008
H21 -6.646 2.948 -1.097
H22 1.626 -5.157 1.322
H23 0.295 -3.296 2.031
H24 2.527 0.128 -0.653
H25 -0.172 -0.432 -6.300
H26 1.250 -4.577 -0.507
H27 2.622 1.277 2.342
H28 -1.436 2.360 -2.442
H29 -3.286 -1.205 -2.164
H30 -1.079 2.623 -0.679
H31 -0.091 -1.284 0.680
H32 4.317 -0.649 0.680
H33 1.329 6.341 -3.689
H34 3.411 -4.138 -0.754
H35 -2.781 0.697 -1.785
H36 -6.463 3.481 1.567
H37 -4.263 2.111 2.431
H38 2.588 -2.262 6.550
H39 3.809 1.902 6.733
H40 3.250 -1.144 -1.691
H41 -4.863 -3.320 -2.009

Calculated values
molecular weight	704.2	g/mol
charge	+2
ΔE to the lowest compared entry with this formula, charge and spin	130.8	kcal/mol
lowest unoccupied orbital energy (alpha / beta)	-6.89 / -9.20	eV
multiplicity	5
Kohn-Sham gap (alpha / beta)	5.357 / 3.045	eV
largest force on an atom	6.52	eV/Å
HOMO level (alpha / beta)	-12.242 / -12.241	eV